(1)
148
Properties=species:S:1:pos:R:3:forces:R:3 method="wB97M-V/def2-TZVPD" fmax_ev_per_a=3.8 molar_mass_g_mol=935.20 homo_ev=-8.74 energy_ev=-85975.634 gap_ev=8.21 smiles="CC(C)Cc1cc2nccnc2cc1F.CNC(C)=O.CNC(C)=O.CNC(C)=O.CNC(C)=O.CNC(C)=O.CNC(C)=O.CNC(C)=O.CNC(C)=O.CNC(C)=O.CNC(C)=O"
C -1.97501 1.81318 2.73699 -0.869 0.433 0.101
C -3.54481 1.75625 2.40848 0.342 -1.759 -0.013
C -3.84958 0.20284 2.14239 0.856 0.623 -0.665
C -3.91767 2.66851 1.15049 1.096 0.028 0.539
C -2.88452 2.33748 -0.00034 0.313 -0.783 -1.635
C -3.09696 1.16424 -0.83600 1.281 1.482 0.234
C -2.15567 0.71731 -1.93478 -0.830 1.275 1.638
N -2.51659 -0.42476 -2.64631 3.381 1.321 -1.210
C -1.55619 -0.72053 -3.57107 0.144 0.489 0.381
C -0.29996 0.05847 -3.79983 -0.823 0.414 0.785
N 0.02633 1.20160 -3.12817 -2.372 -2.321 0.009
C -0.93622 1.52185 -2.17485 -0.728 1.034 1.328
C -0.72157 2.76580 -1.33389 -1.489 -0.216 1.163
C -1.65473 3.16520 -0.27762 0.202 -2.115 -1.909
F -1.43845 4.30756 0.49268 -0.297 -1.777 -1.386
H -1.77535 1.28402 3.71662 -0.223 0.776 -0.983
H -1.64221 2.88997 2.78508 -0.113 -1.315 0.157
H -1.36293 1.26648 1.95846 -0.766 0.690 0.694
H -4.14887 2.02207 3.33218 0.715 0.205 -1.214
H -2.98299 -0.15990 1.49986 -1.075 0.145 0.716
H -4.77949 0.03112 1.53142 0.648 0.136 0.897
H -3.82081 -0.40215 3.08713 -0.264 0.699 -1.034
H -4.98639 2.52501 0.80991 1.276 -0.001 0.304
H -3.80409 3.73860 1.51196 -0.073 -1.129 -0.764
H -4.01152 0.53683 -0.63400 1.187 0.794 -0.422
H -1.72506 -1.63268 -4.20996 0.191 1.103 0.766
H 0.41991 -0.31519 -4.58017 -0.860 0.505 0.935
H 0.21133 3.35898 -1.55191 -1.231 -0.665 0.355
C -3.52698 -4.61265 4.58151 -0.122 -0.043 0.016
C -2.88266 -3.30042 4.22070 0.200 0.273 -0.179
O -3.53436 -2.27848 4.04097 -0.138 -0.308 0.005
N -1.53188 -3.27066 4.09471 -0.577 -0.120 0.223
C -0.58207 -4.35594 4.26015 0.136 0.464 -0.232
H -4.60551 -4.48055 4.64582 0.119 0.132 -0.020
H -3.31426 -5.35886 3.81331 0.068 -0.073 0.141
H -3.16169 -4.95554 5.55144 0.020 -0.109 -0.092
H -1.17378 -2.35844 3.85231 0.000 -0.080 -0.038
H 0.11911 -4.08230 5.05064 0.103 -0.257 -0.036
H -0.03643 -4.47651 3.32640 0.135 -0.249 0.223
H -1.06633 -5.29415 4.51855 -0.082 0.136 -0.005
C -8.03487 -2.23795 -3.83579 -0.130 0.015 -0.043
C -6.89028 -1.38907 -3.34376 0.261 0.352 0.141
O -6.99061 -0.17920 -3.20126 -0.107 -0.094 -0.050
N -5.71752 -2.01607 -3.05593 -0.430 0.094 -0.110
C -5.41091 -3.42738 -3.16086 0.355 0.376 0.189
H -8.90018 -1.60491 -4.02354 0.157 0.054 0.061
H -7.76015 -2.73470 -4.76851 -0.058 -0.134 0.099
H -8.30491 -2.97855 -3.08040 0.021 -0.096 -0.143
H -4.99223 -1.38954 -2.73183 0.077 -0.089 -0.053
H -5.11521 -3.79218 -2.17511 -0.002 -0.242 -0.105
H -4.57407 -3.54998 -3.85192 -0.041 -0.262 0.012
H -6.25889 -4.00598 -3.51807 0.022 0.117 0.022
C 1.99529 -5.90187 0.50869 -0.133 -0.035 -0.046
C 2.60826 -5.31559 1.75386 0.154 0.175 0.358
O 1.98755 -5.22266 2.80595 0.060 -0.090 -0.174
N 3.89318 -4.88226 1.67859 -0.430 -0.270 -0.139
C 4.77908 -4.90791 0.53056 0.269 0.282 0.431
H 0.97008 -6.20299 0.71707 0.111 0.062 0.117
H 1.98241 -5.15690 -0.28937 0.097 -0.123 -0.064
H 2.55746 -6.78267 0.19245 -0.007 0.096 -0.140
H 4.24189 -4.50131 2.54538 -0.019 0.000 -0.082
H 5.66081 -5.49947 0.78680 0.043 -0.028 -0.219
H 5.08712 -3.88498 0.30741 0.014 -0.100 -0.270
H 4.30145 -5.33686 -0.34590 -0.046 0.063 0.117
C 3.22917 0.36765 -0.81981 -0.107 -0.020 0.106
C 3.98270 -0.66546 -1.61697 0.173 -0.312 -0.167
O 4.00373 -1.84954 -1.29938 -0.036 0.034 0.083
N 4.65252 -0.24367 -2.72046 -0.274 -0.025 0.487
C 4.74440 1.10146 -3.25169 0.199 -0.315 -0.330
H 2.74435 -0.11135 0.02921 0.093 -0.076 -0.115
H 3.91832 1.12579 -0.44222 -0.116 0.094 -0.084
H 2.45987 0.83286 -1.44034 0.079 0.136 0.049
H 5.13498 -0.98412 -3.20820 -0.042 0.113 -0.077
H 4.34838 1.09598 -4.26843 0.079 0.235 0.003
H 5.79700 1.38966 -3.27885 -0.088 0.227 -0.085
H 4.19055 1.82044 -2.65349 0.004 -0.161 0.038
C -7.76064 4.61380 -2.17009 -0.065 -0.057 -0.038
C -7.16254 5.22360 -0.92847 -0.089 0.108 0.419
O -7.80079 5.35899 0.10436 0.015 -0.039 -0.130
N -5.86347 5.62932 -0.98655 -0.309 -0.160 -0.190
C -4.95311 5.55160 -2.11174 0.184 0.197 0.487
H -8.79582 4.33981 -1.97578 0.118 0.068 0.119
H -7.74106 5.33526 -2.98952 0.079 -0.136 -0.071
H -7.21048 3.71262 -2.44886 -0.018 0.075 -0.151
H -5.52621 6.02744 -0.12283 -0.009 -0.038 -0.066
H -4.08994 4.94960 -1.81883 0.076 -0.014 -0.261
H -4.61690 6.56154 -2.35620 0.107 -0.100 -0.219
H -5.42000 5.10716 -2.98666 -0.039 0.012 0.128
C 1.40903 4.76714 1.97376 -0.015 -0.056 -0.131
C 1.32506 4.19510 3.36422 -0.134 -0.299 0.405
O 0.53053 3.31410 3.66356 0.208 0.161 -0.093
N 2.17523 4.69337 4.30298 -0.179 -0.031 -0.455
C 3.17899 5.72868 4.14375 -0.090 -0.182 0.506
H 0.67713 4.27744 1.33669 0.033 -0.018 0.188
H 1.19032 5.83665 1.99374 0.147 -0.008 -0.092
H 2.40336 4.59397 1.55648 -0.002 0.187 0.002
H 2.06670 4.26727 5.21107 0.023 0.047 -0.060
H 4.15260 5.30677 4.39981 0.108 0.269 -0.067
H 2.94863 6.54074 4.83509 0.279 0.133 -0.118
H 3.21128 6.11760 3.12943 -0.088 -0.114 0.050
C 4.51950 -2.84176 -6.83786 -0.052 0.145 0.036
C 5.66811 -1.99621 -6.35221 0.109 0.280 0.102
O 5.57456 -0.78420 -6.21475 -0.048 -0.065 0.080
N 6.83957 -2.62732 -6.06328 -0.391 0.049 -0.115
C 7.13990 -4.04192 -6.16201 0.374 0.320 0.169
H 3.65543 -2.20835 -7.02805 0.145 0.005 -0.001
H 4.79071 -3.34371 -7.76767 -0.118 -0.212 0.147
H 4.24850 -3.57749 -6.07826 0.021 -0.120 -0.168
H 7.56609 -2.00369 -5.74402 -0.029 -0.062 -0.033
H 7.43529 -4.40346 -5.17519 -0.015 -0.243 -0.106
H 7.97442 -4.17181 -6.85411 -0.047 -0.257 0.017
H 6.28839 -4.61772 -6.51474 0.015 0.132 0.030
C 2.47292 -4.23628 -11.87225 -0.095 -0.046 -0.043
C 3.07067 -3.62791 -10.62996 -0.086 0.131 0.425
O 2.43306 -3.50135 -9.59521 0.057 -0.056 -0.136
N 4.36705 -3.21339 -10.69141 -0.344 -0.227 -0.175
C 5.27404 -3.28060 -11.81997 0.176 0.228 0.463
H 1.44009 -4.51783 -11.67606 0.114 0.078 0.118
H 2.48528 -3.51146 -12.68859 0.075 -0.142 -0.071
H 3.02827 -5.13238 -12.15624 -0.003 0.093 -0.151
H 4.70483 -2.81547 -9.82841 -0.017 0.061 -0.119
H 6.14214 -3.87723 -11.53249 0.071 0.005 -0.262
H 5.60171 -2.26776 -12.06228 0.105 -0.107 -0.218
H 4.80722 -3.72531 -12.69469 -0.040 0.025 0.125
C -2.72969 -0.96143 6.68765 -0.177 -0.038 0.067
C -2.77908 -1.55096 8.07297 -0.183 -0.214 0.129
O -3.55194 -2.44814 8.37424 0.098 0.055 -0.049
N -1.92035 -1.04833 9.00579 -0.126 -0.028 -0.293
C -0.94026 0.00495 8.83996 -0.084 -0.261 0.464
H -3.46473 -1.45542 6.05388 0.122 0.082 0.215
H -2.96725 0.10407 6.72603 0.175 0.014 -0.089
H -1.73975 -1.11341 6.25210 -0.028 0.177 -0.045
H -2.00540 -1.48678 9.91061 0.016 0.044 -0.062
H 0.04727 -0.39996 9.07251 0.111 0.228 -0.094
H -1.17134 0.80804 9.54337 0.185 0.155 -0.126
H -0.93527 0.40408 7.82905 -0.077 -0.096 0.057
C 2.35965 6.92614 8.50521 -0.064 0.085 -0.009
C 3.64303 6.40178 7.91424 0.366 0.089 -0.208
O 4.33870 7.07283 7.16691 -0.145 -0.031 0.038
N 4.01691 5.13306 8.24041 -0.298 0.298 -0.044
C 3.32905 4.19240 9.10299 0.459 -0.147 -0.220
H 2.19127 7.94406 8.15872 0.140 -0.104 -0.041
H 1.51839 6.30770 8.18531 -0.028 0.006 0.178
H 2.42515 6.93760 9.59489 -0.153 -0.087 -0.031
H 4.88402 4.84526 7.81158 -0.047 0.016 0.060
H 3.99637 3.92257 9.92378 -0.212 -0.118 0.107
H 3.09591 3.29669 8.52364 -0.148 -0.080 0.213
H 2.40986 4.60584 9.50932 0.094 0.046 -0.082

(2)
60
Properties=species:S:1:pos:R:3:forces:R:3 method="wB97M-V/def2-TZVPD" fmax_ev_per_a=13.8 molar_mass_g_mol=410.53 relative_energy_kj_mol=2374.7 homo_ev=-9.50 energy_ev=-36100.320 gap_ev=9.41
C -6.63740 -22.71287 7.80841 0.977 1.600 0.921
C -5.84601 -21.67659 8.59528 -1.587 -2.462 -1.453
N -5.16380 -20.95055 9.15282 -5.383 -6.830 -0.673
H -6.61363 -23.66780 8.33341 -0.192 0.223 0.091
H -6.11723 -22.82728 6.85739 -0.312 0.021 -0.105
H -7.64071 -22.29750 7.71393 -0.009 -0.404 -0.256
C -2.65934 -18.51200 7.15601 -0.192 1.978 -0.782
C -1.43189 -17.92367 6.58272 -0.760 -0.845 0.074
N -0.44669 -17.49830 6.18880 0.285 0.405 -0.341
H -3.31560 -18.83156 6.34650 0.201 -0.562 0.055
H -3.16875 -17.62834 7.54039 -0.241 -0.061 0.422
H -2.49144 -19.23859 7.95098 -0.326 0.919 -1.182
C -0.69921 -18.81480 11.90747 -0.783 -0.725 -0.680
C -1.69999 -19.20028 10.87319 0.391 0.776 1.837
N -2.51842 -19.41990 10.08162 8.146 9.775 5.462
H 0.05108 -18.25039 11.35376 0.073 0.336 0.463
H -0.25529 -19.68347 12.39375 0.045 -0.046 -0.172
H -1.24455 -18.27615 12.68242 0.351 0.342 -0.135
C -4.51169 -23.78747 11.12155 -2.098 3.162 2.382
C -3.83201 -23.01504 12.19153 0.711 -1.295 0.107
N -3.22335 -22.47016 13.01465 -1.081 -4.699 -0.788
H -5.56207 -23.50424 11.18930 -0.395 0.074 0.126
H -4.40785 -24.85591 11.31062 -0.930 1.760 1.105
H -4.19189 -23.50126 10.11960 -0.138 -0.198 0.961
C -0.17582 -22.80070 9.38980 1.306 -0.015 0.451
C 0.79637 -21.88777 8.91627 3.292 2.008 -1.197
N 1.60269 -21.16367 8.48982 -0.801 -1.593 0.980
H -0.82188 -23.03775 8.54450 0.856 -0.427 0.567
H -0.69485 -22.32264 10.22057 -0.206 -0.296 -0.039
H 0.47207 -23.57869 9.79360 -0.681 -0.722 0.013
C -4.45739 -19.16355 9.50308 -2.719 6.002 -0.698
C -5.83201 -18.70323 9.65256 2.900 -0.509 0.371
N -6.89237 -18.38245 9.84350 -3.266 1.026 0.404
H -3.71211 -18.37518 9.60863 -1.813 1.389 -0.139
H -4.44214 -19.49125 8.46361 -0.014 1.979 0.243
H -4.19085 -20.02823 10.11085 -2.330 3.261 -0.905
C -0.17377 -19.10031 8.67281 0.052 -0.619 0.222
C -0.70675 -20.21807 7.82419 0.340 -1.796 -2.169
N -1.11441 -21.10860 7.16878 1.394 2.844 1.024
H 0.61223 -18.59474 8.11182 -0.110 -0.040 0.399
H 0.14340 -19.50002 9.63601 0.957 -0.505 -0.649
H -0.96264 -18.48737 9.10881 0.311 0.680 -1.663
C -3.95521 -20.46025 11.94723 -0.873 1.364 2.506
C -3.00371 -20.44845 13.12131 1.960 0.695 2.420
N -2.29184 -20.48961 14.07292 -2.205 1.955 -3.306
H -4.93208 -20.69337 12.37088 -0.131 0.259 0.003
H -3.80217 -21.27289 11.23709 0.108 0.401 1.033
H -4.00248 -19.52109 11.39600 -0.201 -0.054 2.035
C -3.89055 -25.03317 8.26011 -2.271 -2.163 0.112
C -3.70129 -25.50508 9.65887 1.911 -2.417 -0.360
N -3.53874 -25.90051 10.74344 1.081 -1.930 -3.537
H -3.23733 -25.58902 7.58745 -0.584 -0.566 -0.065
H -3.54931 -24.01252 8.08713 -1.738 -1.354 -0.672
H -4.97395 -25.09468 8.15732 -0.053 -0.722 -1.006
C -2.91862 -20.85196 9.24218 1.675 -7.510 -3.576
C -2.79381 -22.31436 9.07912 -0.436 1.406 -0.896
N -2.61811 -23.43749 8.96630 3.611 2.636 2.096
H -3.14765 -20.63693 10.28593 -0.041 -3.681 -1.257
H -3.69499 -20.50225 8.56170 2.508 -1.403 0.095
H -1.96493 -20.39575 8.97676 -0.544 -2.828 -0.278

(3)
85
Properties=species:S:1:pos:R:3:forces:R:3 method="wB97M-V/def2-TZVPD" fmax_ev_per_a=2.1 molar_mass_g_mol=662.62 homo_ev=-8.64 energy_ev=-132938.961 gap_ev=9.13 smiles="C[C@@H](Br)CN(c1ccncc1)S(=O)(=O)F.CN(C)C=O.CN(C)C=O.CN(C)C=O.CN(C)C=O.CN(C)C=O"
C -0.82199 2.19375 -3.83490 -0.429 0.319 -0.092
C -0.32764 1.03101 -3.00704 -0.199 0.494 -0.465
Br 1.02233 1.72738 -1.75924 -0.100 -0.318 -0.024
C -1.40456 0.33081 -2.17572 1.060 -0.546 0.582
N -2.54586 -0.25831 -2.91812 -0.458 0.642 -0.886
C -3.65325 0.61220 -3.21636 0.117 0.107 0.855
C -4.23612 1.30319 -2.17543 0.694 -0.517 0.199
C -5.27707 2.12857 -2.47009 -0.990 1.126 0.940
N -5.80976 2.34890 -3.66334 -0.245 0.045 -0.473
C -5.26376 1.66063 -4.65703 -0.262 0.406 0.487
C -4.21054 0.81283 -4.44975 0.743 -1.182 -1.606
S -2.05686 -1.24314 -4.13273 1.597 -0.314 0.092
O -1.66126 -0.57342 -5.31799 -0.645 0.370 -0.456
O -1.13282 -2.17313 -3.61081 0.073 -0.480 0.666
F -3.36566 -2.00453 -4.42365 -0.502 0.067 0.018
H -1.24600 2.98991 -3.22204 0.063 -0.016 0.110
H -1.62002 1.88595 -4.51030 0.067 -0.127 -0.081
H -0.02515 2.62122 -4.43942 0.074 -0.041 0.031
H 0.19148 0.33245 -3.65769 0.130 -0.136 0.202
H -0.91729 -0.48899 -1.65137 -0.078 -0.063 0.072
H -1.73599 1.01612 -1.40249 -0.512 0.002 -0.159
H -3.89797 1.19625 -1.15729 -0.027 0.031 0.112
H -5.72099 2.65935 -1.63356 -0.061 -0.015 -0.107
H -5.65076 1.78910 -5.65888 -0.120 0.082 -0.002
H -3.82430 0.28259 -5.30777 0.025 0.131 -0.091
C 2.17569 0.84474 1.98159 -0.083 0.130 -0.055
O 1.02098 0.46222 2.00886 0.011 -0.085 0.045
N 3.25465 0.06357 2.16440 0.054 0.092 0.001
C 4.60427 0.58920 2.11872 -0.117 -0.210 0.026
C 3.06420 -1.35594 2.41532 0.004 0.081 -0.057
H 2.43372 1.90304 1.79766 0.041 -0.011 -0.003
H 5.16767 0.09275 1.32677 0.101 0.047 0.045
H 5.10333 0.41069 3.07302 0.105 0.027 -0.051
H 4.58547 1.66000 1.92283 -0.060 0.000 -0.005
H 2.52898 -1.80547 1.57673 -0.035 -0.057 0.063
H 2.46297 -1.48870 3.31758 -0.033 -0.062 -0.039
H 4.03288 -1.84411 2.54051 -0.295 0.187 -0.057
C -4.05632 5.53934 -4.85406 -0.058 -0.103 -0.090
O -3.30508 4.64015 -4.53770 0.122 -0.050 0.072
N -4.41665 6.55527 -4.04513 -0.103 0.142 -0.060
C -5.31930 7.60277 -4.47599 0.156 -0.079 0.245
C -3.87768 6.59159 -2.69615 0.040 -0.201 -0.129
H -4.51831 5.59550 -5.85471 -0.017 0.037 0.016
H -4.81936 8.57194 -4.41480 -0.100 0.055 -0.048
H -6.20357 7.61721 -3.83472 -0.052 0.085 -0.073
H -5.63240 7.43186 -5.50376 0.022 -0.043 -0.002
H -2.78861 6.63453 -2.73428 -0.002 -0.007 0.095
H -4.16525 5.68574 -2.15965 0.055 0.026 0.062
H -4.25816 7.46392 -2.16997 -0.031 0.023 -0.054
C 6.06372 -3.78305 3.72063 0.157 0.061 -0.048
O 5.67678 -2.92486 2.94406 0.175 -0.175 0.091
N 5.27314 -4.69326 4.30995 0.043 -0.097 0.086
C 5.79788 -5.69194 5.22370 -0.278 0.232 -0.064
C 3.84841 -4.67382 4.01984 0.153 0.162 -0.113
H 7.12406 -3.88054 4.00407 -0.009 -0.022 0.016
H 5.58068 -6.68530 4.82989 0.016 -0.058 0.131
H 5.32045 -5.57862 6.19903 0.055 -0.117 0.038
H 6.87322 -5.58423 5.33925 0.005 -0.027 -0.047
H 3.68704 -4.81294 2.94981 -0.088 0.017 0.017
H 3.42583 -3.71071 4.30664 -0.087 -0.033 -0.021
H 3.34937 -5.46754 4.56957 0.055 -0.018 0.028
C -7.08621 4.24087 0.07649 -0.036 -0.070 -0.131
O -6.38679 3.29147 0.37628 0.020 0.085 0.155
N -7.36333 5.27585 0.88995 -0.092 0.128 -0.048
C -8.20515 6.37983 0.47360 0.146 -0.081 0.224
C -6.79693 5.28084 2.22913 0.050 -0.176 -0.131
H -7.56063 4.32810 -0.91649 0.001 0.027 0.002
H -7.64176 7.31411 0.52327 -0.094 0.058 -0.040
H -9.07331 6.45232 1.13167 -0.043 0.091 -0.068
H -8.54839 6.22820 -0.54769 0.021 -0.047 -0.003
H -5.70852 5.25394 2.16934 -0.001 -0.009 0.088
H -7.13098 4.39764 2.77407 0.055 0.026 0.065
H -7.11081 6.17653 2.75915 -0.036 0.020 -0.053
C 8.04100 -8.15369 4.39734 -0.082 -0.009 0.078
O 8.61315 -7.36298 5.12396 0.081 -0.005 -0.071
N 8.64188 -8.97746 3.52210 -0.051 -0.082 -0.073
C 7.89275 -9.89684 2.68755 0.265 0.068 0.037
C 10.09145 -8.94087 3.41279 -0.086 0.141 0.148
H 6.94369 -8.26195 4.40492 0.002 -0.067 -0.056
H 8.20385 -10.92234 2.89560 -0.081 -0.037 -0.071
H 8.07747 -9.67492 1.63483 -0.077 -0.080 -0.028
H 6.82706 -9.80440 2.88584 0.007 0.035 0.032
H 10.53995 -9.18004 4.37732 0.075 0.016 -0.037
H 10.41422 -7.94024 3.12425 0.081 -0.030 0.007
H 10.42346 -9.65968 2.66823 -0.062 -0.017 -0.013